[1]
{"formula": "C22H28B2F4N9O4S5SeTi", "method": "wB97M-V/def2-TZVPD", "species": ["Ti", "C", "C", "N", "O", "B", "F", "F", "O", "N", "C", "C", "C", "N", "O", "B", "F", "F", "O", "N", "C", "C", "C", "H", "H", "H", "H", "H", "H", "H", "H", "H", "H", "H", "H", "S", "C", "S", "C", "C", "S", "S", "S", "C", "N", "C", "N", "C", "N", "C", "N", "C", "C", "H", "H", "H", "H", "H", "H", "H", "H", "H", "H", "H", "H", "Se", "C", "C", "C", "N", "C", "C", "H", "H", "H", "H"], "positions_angstrom": [[-1.20, -1.03, 1.16], [1.28, -0.95, 4.56], [0.51, -0.62, 3.33], [0.09, -1.57, 2.48], [0.32, -2.90, 2.79], [-0.97, -3.64, 2.70], [-1.95, -2.81, 3.32], [-0.84, -4.86, 3.30], [-1.45, -3.84, 1.27], [-2.07, -2.70, 0.87], [-3.19, -2.73, 0.19], [-3.80, -4.00, -0.30], [-3.73, -1.41, 0.00], [-2.92, -0.46, 0.39], [-3.44, 0.80, 0.57], [-2.83, 1.38, 1.80], [-3.60, 2.41, 2.26], [-2.78, 0.28, 2.76], [-1.43, 1.83, 1.61], [-0.58, 0.73, 1.80], [0.07, 0.68, 2.97], [0.23, 1.87, 3.85], [-5.12, -1.11, -0.47], [1.28, -2.03, 4.69], [0.82, -0.48, 5.44], [2.32, -0.60, 4.48], [-3.02, -4.75, -0.37], [-4.25, -3.86, -1.29], [-4.57, -4.35, 0.39], [0.22, 2.78, 3.25], [1.16, 1.81, 4.42], [-0.61, 1.92, 4.55], [-5.50, -1.89, -1.13], [-5.12, -0.15, -0.99], [-5.78, -1.02, 0.39], [2.09, -5.94, -4.08], [1.70, -4.81, -2.96], [2.70, -4.43, -1.59], [1.71, -3.14, -0.95], [0.54, -2.88, -1.58], [-0.55, -1.57, -1.29], [0.24, -3.87, -3.00], [2.29, -2.32, 0.49], [-1.24, 1.77, -1.88], [-1.49, 2.91, -2.78], [-0.95, 4.11, -2.16], [0.49, 4.00, -1.90], [0.70, 2.84, -1.02], [0.20, 1.60, -1.62], [0.88, 1.40, -2.90], [0.67, 2.52, -3.82], [-0.77, 2.67, -4.03], [1.16, 3.73, -3.17], [-1.63, 0.86, -2.33], [-1.75, 1.96, -0.94], [-1.46, 4.28, -1.21], [-1.12, 4.97, -2.82], [0.16, 3.01, -0.08], [1.77, 2.73, -0.82], [0.49, 0.48, -3.35], [1.95, 1.28, -2.71], [-1.15, 1.75, -4.49], [-0.95, 3.50, -4.71], [1.00, 4.58, -3.84], [2.24, 3.63, -2.99], [1.80, -0.21, -0.02], [3.70, 0.30, 0.21], [4.22, 0.72, 1.42], [5.58, 0.96, 1.51], [6.42, 0.83, 0.48], [5.90, 0.47, -0.69], [4.56, 0.20, -0.88], [3.57, 0.83, 2.29], [6.04, 1.25, 2.45], [6.61, 0.39, -1.51], [4.18, -0.11, -1.85]], "lowdin_charge": [0.8892, 0.0074, -0.2567, -0.1359, 0.0192, -1.0720, 0.1111, 0.1870, 0.0803, -0.1505, -0.2546, 0.0135, -0.2402, -0.0759, 0.0590, -1.0741, 0.1872, 0.0919, 0.0277, -0.1155, -0.2816, 0.0063, 0.0134, 0.0855, 0.0881, 0.0845, 0.0886, 0.0823, 0.0979, 0.0855, 0.0785, 0.1013, 0.0765, 0.0891, 0.1018, 0.4894, -1.5177, 0.8967, -1.0590, -1.0776, 0.6198, 0.8935, 0.6205, -0.1816, -0.0853, -0.1736, -0.0874, -0.1881, -0.1723, -0.2038, -0.0888, -0.1823, -0.1836, 0.1013, 0.1114, 0.1287, 0.1199, 0.1197, 0.1179, 0.1158, 0.1083, 0.1245, 0.1194, 0.1192, 0.1229, 0.7943, -0.5268, -0.1011, -0.1592, 0.0438, -0.1549, -0.1099, 0.0914, 0.0994, 0.1006, 0.0988], "homo_energy_ev": [-4.424, -4.428], "orbital_gap_ha": [0.200, 0.200], "charge": -1}

---

[2]
{"formula": "C17H25N3OS2", "method": "wB97M-V/def2-TZVPD", "species": ["C", "H", "H", "H", "S", "C", "C", "H", "H", "C", "N", "C", "N", "C", "H", "C", "N", "C", "C", "C", "C", "C", "C", "H", "H", "C", "O", "C", "H", "H", "H", "H", "H", "C", "H", "C", "H", "H", "H", "H", "H", "H", "S", "H", "H", "H", "H", "H"], "positions_angstrom": [[1.37, 3.44, 2.42], [1.29, 4.28, 3.10], [2.35, 3.42, 1.95], [1.20, 2.50, 2.95], [0.15, 3.60, 1.09], [-1.36, 3.18, 2.02], [-1.58, 1.68, 2.11], [-2.38, 1.47, 2.83], [-0.67, 1.19, 2.46], [-1.94, 1.11, 0.74], [-1.94, -0.34, 0.78], [-2.11, -1.06, -0.36], [-2.11, -2.42, -0.25], [-2.14, -3.18, -1.48], [-2.87, -2.73, -2.15], [-0.74, -3.17, -2.13], [0.26, -2.93, -1.10], [0.87, -1.69, -0.99], [1.31, -1.19, 0.25], [1.96, 0.02, 0.33], [2.18, 0.81, -0.80], [1.76, 0.31, -2.03], [1.15, -0.92, -2.12], [0.88, -1.28, -3.10], [1.93, 0.87, -2.94], [2.87, 2.11, -0.63], [3.48, 2.38, 0.39], [2.77, 3.09, -1.77], [3.31, 2.71, -2.64], [3.20, 4.04, -1.47], [1.73, 3.23, -2.05], [2.30, 0.39, 1.29], [1.15, -1.74, 1.16], [-0.06, -3.69, 0.08], [-0.24, -4.72, -0.25], [-1.33, -3.12, 0.76], [-1.05, -2.43, 1.55], [-1.93, -3.92, 1.19], [0.79, -3.71, 0.77], [-0.53, -4.13, -2.61], [-0.70, -2.39, -2.88], [-2.46, -4.20, -1.23], [-2.34, -0.29, -1.80], [-2.18, -0.76, 1.66], [-1.20, 1.42, 0.00], [-2.92, 1.49, 0.42], [-2.19, 3.65, 1.49], [-1.27, 3.63, 3.01]], "lowdin_charge": [-0.3863, 0.0324, 0.0072, 0.0309, 0.8122, -0.4835, -0.2595, 0.1134, 0.0999, -0.2777, -0.0048, -0.7886, -0.1182, -0.1789, 0.0800, -0.1441, -0.0847, -0.2231, -0.0157, -0.0107, -0.1760, -0.0180, -0.0288, 0.1060, 0.1111, -0.4309, 0.0403, -0.0166, 0.0850, 0.0852, 0.0852, 0.1173, 0.0976, -0.1322, 0.1237, -0.1202, 0.1007, 0.1231, 0.1176, 0.1240, 0.0777, 0.1217, 0.7341, 0.1359, 0.0745, 0.1143, 0.0728, 0.0750], "homo_energy_ev": -7.832, "de_lowest_ev": 0.000, "orbital_gap_ha": 0.307}

---

[3]
{"formula": "C30H35AuO7", "method": "wB97M-V/def2-TZVPD", "species": ["C", "C", "C", "C", "H", "H", "C", "H", "H", "C", "H", "H", "C", "C", "C", "O", "O", "O", "O", "C", "H", "H", "H", "C", "H", "H", "H", "O", "H", "H", "C", "C", "H", "H", "H", "H", "H", "H", "Au", "C", "C", "C", "H", "C", "C", "H", "H", "H", "H", "C", "C", "C", "H", "C", "C", "H", "H", "H", "H", "O", "C", "O", "C", "C", "C", "C", "C", "C", "H", "H", "H", "H", "H"], "positions_angstrom": [[1.95, 7.07, -1.30], [2.17, 5.69, -0.66], [1.07, 6.84, -2.52], [1.09, 5.31, -2.90], [1.46, 7.43, -3.36], [0.05, 7.21, -2.33], [2.21, 4.69, -1.80], [1.35, 5.49, 0.04], [3.09, 5.73, -0.07], [2.39, 3.16, -1.54], [3.16, 4.93, -2.33], [1.65, 5.21, -3.85], [-0.29, 4.87, -3.23], [1.39, 8.04, -0.27], [3.22, 7.80, -1.69], [3.37, 8.48, -2.70], [0.74, 7.68, 0.70], [1.77, 9.32, -0.42], [4.19, 7.67, -0.78], [5.31, 8.50, -1.07], [6.01, 8.35, -0.25], [5.00, 9.55, -1.12], [5.77, 8.21, -2.02], [1.25, 10.18, 0.60], [0.16, 10.08, 0.68], [1.52, 11.20, 0.31], [1.70, 9.93, 1.57], [2.59, 2.62, -0.20], [3.34, 2.85, -2.02], [1.59, 2.65, -2.11], [-0.57, 3.98, -4.37], [-1.40, 5.17, -2.31], [-2.05, 6.00, -2.65], [-1.02, 5.44, -1.31], [-2.05, 4.29, -2.16], [-1.25, 3.17, -4.04], [0.35, 3.51, -4.75], [-1.07, 4.50, -5.22], [1.38, 1.08, 0.04], [0.98, -1.78, -1.46], [1.39, -0.58, -2.05], [2.59, -0.12, -1.32], [0.94, -0.09, -2.91], [2.78, -1.08, -0.21], [1.79, -2.07, -0.32], [1.65, -2.94, 0.33], [0.20, -2.44, -1.84], [3.35, 0.56, -1.72], [3.61, -1.05, 0.50], [-1.97, 0.72, 0.55], [-1.52, -0.13, 1.61], [-0.39, 0.45, 2.20], [-2.04, -1.04, 1.93], [-0.12, 1.73, 1.53], [-1.11, 1.82, 0.44], [-1.23, 2.67, -0.24], [-2.87, 0.55, -0.04], [0.19, 0.02, 3.02], [0.41, 2.58, 1.94], [-3.95, -1.23, -1.37], [-2.77, -1.65, -1.41], [-1.70, -1.10, -1.78], [-2.66, -3.08, -0.91], [-1.77, -3.39, 0.12], [-1.74, -4.68, 0.67], [-2.59, -5.67, 0.15], [-3.47, -5.36, -0.90], [-3.50, -4.07, -1.43], [-1.11, -2.61, 0.50], [-1.05, -4.90, 1.49], [-2.58, -6.68, 0.57], [-4.13, -6.13, -1.31], [-4.19, -3.80, -2.23]], "lowdin_spin": [0.0038, 0.0062, 0.0238, 0.0713, 0.0001, 0.0021, 0.0599, 0.0003, 0.0030, 0.0142, 0.0013, 0.0053, 0.5472, 0.0006, 0.0007, 0.0003, 0.0002, 0.0004, 0.0004, 0.0000, 0.0000, 0.0000, 0.0000, 0.0000, 0.0000, 0.0000, 0.0000, 0.2127, 0.0023, 0.0042, 0.0895, 0.0855, 0.0295, 0.0038, 0.0133, 0.0166, 0.0025, 0.0318, 0.4169, 0.0849, 0.0077, 0.0295, 0.0002, 0.0246, 0.0785, 0.0028, 0.0029, 0.0018, 0.0013, 0.0232, 0.0542, 0.0068, 0.0026, 0.0062, 0.0154, 0.0013, 0.0003, -0.0002, 0.0007, 0.0000, 0.0002, 0.0025, 0.0000, 0.0016, 0.0001, 0.0001, -0.0001, 0.0000, 0.0013, 0.0000, 0.0000, 0.0000, 0.0000], "homo_energy_ev": [-0.900, -0.884], "s2": 2.014, "orbital_gap_ha": [0.162, 0.162], "spin_multiplicity": 3, "charge": -2}

---

[4]
{"formula": "C15H19FN6O", "method": "wB97M-V/def2-TZVPD", "species": ["O", "C", "N", "H", "C", "C", "N", "C", "C", "C", "H", "H", "H", "H", "H", "H", "C", "C", "C", "C", "C", "C", "C", "H", "H", "H", "H", "F", "H", "H", "H", "H", "H", "C", "N", "C", "N", "N", "N", "H", "H", "H"], "positions_angstrom": [[-0.29, -0.68, -2.37], [0.90, -0.59, -1.93], [1.47, 0.66, -1.55], [2.28, 0.51, -1.13], [0.60, 1.64, -1.54], [-0.74, 1.51, -0.49], [-0.41, 1.01, 0.95], [0.39, 2.21, 1.35], [1.67, 2.51, 0.65], [1.51, 2.81, -0.72], [2.35, 3.16, -1.23], [0.85, 3.92, -0.85], [2.26, 3.12, 1.14], [2.38, 1.69, 0.85], [0.62, 1.84, 2.36], [-0.26, 3.08, 1.67], [-1.45, 0.53, 1.60], [-2.07, -0.63, 1.03], [-3.00, -0.45, -0.01], [-3.61, -1.65, -0.44], [-3.02, -2.92, -0.37], [-2.04, -2.87, 0.77], [-1.47, -1.70, 1.28], [-0.72, -1.81, 2.11], [-1.46, -3.74, 0.61], [-3.24, -3.79, -0.77], [-4.40, -1.81, -1.25], [-3.68, 0.78, -0.24], [-2.35, 1.43, 1.68], [-1.13, 0.45, 2.64], [-1.29, 0.95, -1.08], [-1.29, 2.51, -0.64], [0.31, 2.19, -2.36], [1.59, -1.96, -1.71], [2.28, -1.85, -0.43], [1.99, -1.03, 0.79], [2.94, -1.44, 1.44], [3.85, -2.10, 1.22], [3.50, -2.28, -0.23], [0.92, -0.57, 1.01], [1.03, -2.78, -1.56], [2.22, -1.86, -2.24]], "lowdin_charge": [0.0451, -0.2677, 0.0958, 0.0784, -0.2325, -0.0333, -0.1442, -0.1668, -0.2442, -0.1378, 0.0793, 0.1853, 0.0735, 0.1245, 0.1210, 0.1461, -0.2708, -0.2597, -0.1254, -0.0160, -0.0026, -0.0140, -0.0956, 0.1551, 0.0767, 0.0479, 0.1340, 0.0134, 0.1881, 0.1397, 0.0114, 0.1527, 0.1187, 0.0329, -0.0896, -0.1086, -0.1951, 0.0649, 0.0806, 0.1388, 0.1209, -0.0210], "homo_energy_ev": -8.820, "orbital_gap_ha": 0.342}

---

[5]
{"formula": "C4H11NOS", "method": "wB97M-V/def2-TZVPD", "species": ["C", "S", "H", "H", "H", "C", "H", "H", "H", "C", "C", "O", "N", "H", "H", "H", "H", "H"], "positions_angstrom": [[0.86, 0.31, -1.68], [0.59, 1.94, -0.95], [1.31, 0.42, -2.66], [1.44, -0.31, -1.01], [-0.09, -0.20, -1.88], [1.09, 2.63, 0.63], [0.71, 3.63, 0.68], [2.19, 2.65, 0.68], [0.68, 2.04, 1.46], [-0.74, -1.59, 2.12], [-0.98, -1.68, 0.62], [-1.72, -0.91, 0.04], [-0.29, -2.65, -0.03], [-0.42, -2.56, 2.49], [-1.71, -1.36, 2.54], [-0.47, -2.80, -1.00], [0.34, -3.27, 0.44], [-0.01, -0.80, 2.37]], "lowdin_charge": [-0.4464, 0.7446, 0.0195, 0.0213, 0.0177, -0.4375, 0.0240, 0.0252, 0.0186, -0.0006, -0.6092, 0.0295, 0.1537, 0.0653, 0.0838, 0.1089, 0.0972, 0.0844], "homo_energy_ev": -7.961, "de_lowest_ev": 1.267, "orbital_gap_ha": 0.318}

---

[6]
{"formula": "C3H16O5", "method": "wB97M-V/def2-TZVPD", "species": ["C", "O", "H", "H", "H", "H", "C", "O", "H", "H", "H", "H", "C", "O", "H", "H", "H", "H", "O", "H", "H", "O", "H", "H"], "positions_angstrom": [[-9.88, 19.80, -5.08], [-9.00, 19.01, -4.32], [-9.33, 20.49, -5.71], [-10.52, 19.12, -5.65], [-10.53, 20.31, -4.36], [-8.77, 19.56, -3.56], [-12.78, 19.90, -5.79], [-12.68, 20.94, -4.71], [-13.62, 20.25, -6.38], [-11.86, 19.97, -6.38], [-12.92, 18.90, -5.37], [-12.17, 20.49, -4.02], [-12.60, 19.33, -2.31], [-11.74, 20.18, -3.06], [-13.63, 19.38, -2.66], [-12.27, 18.28, -2.31], [-12.64, 19.53, -1.24], [-11.07, 20.45, -2.43], [-13.19, 21.31, 0.51], [-12.94, 20.68, 1.19], [-12.63, 21.09, -0.23], [-10.21, 20.47, -1.88], [-9.33, 20.10, -1.90], [-10.08, 21.41, -1.90]], "lowdin_charge": [-0.1531, -0.0980, 0.0980, 0.0729, 0.0593, 0.0402, -0.1190, -0.1582, 0.0696, 0.0410, 0.0772, -0.2595, -0.0427, -0.1192, 0.1075, 0.0946, 0.0613, -0.2527, -0.0419, 0.0364, -0.0086, 0.2083, 0.1319, 0.1548], "homo_energy_ev": -8.561, "de_lowest_ev": 7.627, "orbital_gap_ha": 0.295}

---

[7]
{"formula": "CH7OS", "method": "wB97M-V/def2-TZVPD", "species": ["O", "H", "H", "H", "C", "S", "H", "H", "H", "H"], "positions_angstrom": [[0.68, 0.64, -2.68], [-0.59, 1.44, 0.97], [0.76, 1.48, -3.10], [1.59, 0.31, -2.84], [-0.47, -1.09, 1.93], [-0.47, 0.20, 0.35], [-0.08, -2.01, 1.40], [-1.50, -1.09, 2.24], [0.20, -0.55, 2.65], [-0.11, 0.66, -0.91]], "lowdin_charge": [-0.0543, -0.0201, 0.0443, 0.0925, -0.0945, 0.8882, 0.0757, 0.0503, 0.0725, -0.0547], "homo_energy_ev": -15.754, "de_lowest_ev": 1.895, "orbital_gap_ha": 0.353, "charge": 1}

---

[8]
{"formula": "C27H20BBrCrF4N8O3", "method": "wB97M-V/def2-TZVPD", "species": ["Cr", "C", "N", "C", "N", "C", "N", "C", "C", "C", "C", "C", "C", "C", "N", "N", "C", "O", "C", "C", "C", "C", "C", "C", "N", "C", "N", "C", "N", "C", "H", "H", "H", "H", "H", "H", "H", "H", "H", "H", "H", "H", "H", "H", "H", "H", "Br", "C", "C", "C", "C", "C", "C", "C", "O", "O", "H", "H", "H", "H", "F", "B", "F", "F", "F"], "positions_angstrom": [[0.18, -0.87, -1.85], [4.55, 1.30, 0.43], [3.78, 0.26, -0.22], [2.77, 0.40, -1.06], [2.21, -0.78, -1.27], [2.96, -1.64, -0.51], [3.91, -1.04, 0.15], [3.95, 1.71, 1.76], [4.68, 2.61, 2.54], [4.19, 3.03, 3.77], [2.97, 2.56, 4.23], [2.24, 1.66, 3.45], [2.73, 1.24, 2.22], [0.99, 1.15, 4.02], [0.65, 1.19, 5.26], [-0.58, 0.59, 5.35], [-0.91, 0.22, 4.16], [0.04, 0.56, 3.25], [-2.14, -0.47, 3.78], [-2.79, -1.19, 4.78], [-3.98, -1.83, 4.49], [-4.52, -1.76, 3.21], [-3.88, -1.03, 2.22], [-4.55, -0.94, 0.87], [-3.62, -0.67, -0.21], [-2.52, -1.33, -0.53], [-1.90, -0.70, -1.52], [-2.71, 0.38, -1.77], [-3.76, 0.43, -0.99], [-2.68, -0.39, 2.50], [4.59, 2.15, -0.25], [5.56, 0.92, 0.57], [2.42, 1.34, -1.47], [2.76, -2.69, -0.44], [5.63, 2.97, 2.19], [4.76, 3.73, 4.36], [2.58, 2.88, 5.18], [2.16, 0.53, 1.64], [-2.36, -1.24, 5.77], [-4.49, -2.40, 5.26], [-5.44, -2.27, 2.99], [-5.27, -0.13, 0.84], [-5.08, -1.87, 0.65], [-2.17, -2.22, -0.02], [-2.49, 1.12, -2.52], [-2.17, 0.19, 1.74], [-1.43, -0.70, -8.87], [-0.84, 0.00, -7.21], [-0.66, 1.37, -7.08], [-0.23, 1.88, -5.87], [0.02, 1.03, -4.78], [-0.16, -0.33, -4.95], [-0.58, -0.86, -6.16], [0.48, 1.67, -3.49], [0.98, 2.78, -3.52], [0.34, 0.98, -2.40], [-0.86, 2.02, -7.91], [-0.07, 2.94, -5.74], [0.07, -1.03, -4.15], [-0.70, -1.93, -6.29], [0.09, -2.54, 0.90], [0.08, -3.56, -0.05], [-1.07, -4.30, -0.02], [1.24, -4.29, -0.05], [0.05, -2.79, -1.38]], "lowdin_spin": [3.7653, 0.0002, 0.0041, 0.0123, 0.0086, 0.0071, 0.0008, 0.0002, 0.0000, 0.0000, 0.0000, 0.0000, 0.0001, 0.0000, 0.0000, 0.0000, 0.0000, 0.0002, 0.0000, 0.0000, 0.0000, 0.0000, 0.0001, 0.0002, 0.0038, 0.0119, 0.0094, 0.0077, 0.0013, 0.0001, 0.0000, 0.0000, 0.0005, 0.0003, 0.0000, 0.0000, 0.0000, 0.0002, 0.0000, 0.0000, 0.0000, 0.0000, 0.0001, 0.0006, 0.0003, 0.0001, 0.0004, 0.0006, 0.0002, 0.0004, 0.0030, 0.0212, 0.0024, 0.0089, 0.0099, 0.0421, 0.0000, 0.0001, 0.0155, 0.0001, 0.0061, 0.0052, 0.0003, 0.0003, 0.0476], "homo_energy_ev": [-9.067, -9.067], "s2": 6.009, "de_lowest_ev": 0.000, "orbital_gap_ha": [0.328, 0.328], "spin_multiplicity": 5}

---

Per-record strongest force on any atom, Eh/bohr: 0.058; 0.013; 0.078; 0.384; 0.073; 0.237; 0.060; 0.009